# 1
14
Properties=species:S:1:pos:R:3:forces:R:3 method="wB97M-V/def2-TZVPD" spin_multiplicity=2 total_charge=+1 relative_energy_kj_mol=149.26 homo_ev="-11.134 / -11.131" e_tot_ha=-1673.37404 fmax_ev_per_a=3.42
C -2.834 0.660 -0.698 -1.657 2.317 1.891
S -3.786 -0.827 -1.055 2.224 -1.199 0.403
S -2.387 -2.185 -0.153 -0.786 0.122 -0.436
H -1.814 0.895 -0.370 0.472 -1.497 -1.161
H -3.273 1.013 0.264 -0.254 -0.006 -0.564
H -3.161 1.417 -1.411 0.227 -0.039 -0.188
H -2.007 -2.922 -1.224 -0.177 0.337 0.062
C 2.242 -0.226 -0.021 -1.148 -0.491 -1.058
S 2.638 -0.096 1.728 0.932 1.637 -0.794
S 3.412 1.822 1.813 0.050 -1.340 -0.185
H 1.180 -0.072 -0.292 0.185 -0.117 0.777
H 2.439 -1.286 -0.212 -0.024 -0.073 0.050
H 2.768 0.341 -0.799 0.573 0.241 0.960
H 4.582 1.466 2.429 -0.617 0.108 0.246

---

# 2
32
Properties=species:S:1:pos:R:3:forces:R:3 method="wB97M-V/def2-TZVPD" relative_energy_kj_mol=144.75 smiles=C1CCOCC1.C1CCOCC1 homo_ev=-9.524 e_tot_ha=-543.44866 fmax_ev_per_a=2.78
O 2.679 5.283 -2.691 -0.945 -0.246 -0.798
C 3.822 4.589 -2.414 2.047 -0.981 1.608
C 2.810 6.658 -2.617 0.303 1.315 0.599
C 4.295 4.801 -0.906 -1.611 0.313 0.405
C 3.051 7.078 -1.140 -0.031 -0.249 0.058
C 4.319 6.352 -0.530 -0.169 -0.494 -2.092
H 3.563 3.532 -2.620 0.412 0.395 0.353
H 4.705 4.844 -3.031 -0.480 0.247 -0.370
H 1.877 7.070 -3.048 0.469 0.010 0.442
H 3.654 7.019 -3.235 -0.136 -0.189 0.011
H 3.487 4.311 -0.329 0.448 0.145 0.094
H 5.245 4.290 -0.655 -0.419 0.334 -0.361
H 3.160 8.178 -1.072 -0.002 -0.494 0.002
H 2.115 6.800 -0.619 0.542 0.104 0.114
H 5.181 6.694 -1.134 -0.168 0.372 0.438
H 4.509 6.641 0.522 -0.254 -0.590 -0.510
O 6.263 0.870 -5.330 -0.342 1.372 1.550
C 5.257 1.582 -4.577 -1.499 -0.740 0.357
C 5.729 -0.216 -6.021 0.568 -0.959 -0.730
C 4.374 0.665 -3.608 1.655 0.676 0.188
C 5.255 -1.301 -5.052 -1.058 0.502 1.385
C 4.042 -0.653 -4.262 -0.432 -0.105 -1.122
H 5.658 2.427 -3.985 0.363 -0.630 -0.606
H 4.528 1.995 -5.300 0.309 0.075 0.054
H 6.570 -0.569 -6.649 -0.484 0.001 0.197
H 4.923 0.125 -6.698 0.046 -0.217 0.207
H 4.913 0.479 -2.659 -0.082 0.257 -0.344
H 3.431 1.189 -3.361 0.541 -0.064 -0.095
H 4.959 -2.267 -5.504 0.125 0.659 -0.045
H 6.059 -1.505 -4.319 -0.175 0.035 -0.458
H 3.311 -0.318 -5.023 -0.031 -0.787 0.010
H 3.501 -1.284 -3.530 0.489 -0.065 -0.538

---

# 3
13
Properties=species:S:1:pos:R:3:forces:R:3 method="wB97M-V/def2-TZVPD" relative_energy_kj_mol=846.36 homo_ev="-7.549 / -8.100" e_tot_ha=-361.26186 fmax_ev_per_a=5.26
C -0.526 -0.453 -0.608 -5.043 0.108 -1.487
C -0.485 0.128 0.848 -0.256 -0.802 -0.288
C 0.206 -1.158 0.424 0.982 -2.451 1.170
C 0.643 0.470 -1.011 0.373 0.007 -1.142
C 0.658 0.952 0.409 2.692 3.429 1.629
C 1.431 -0.275 0.039 0.819 0.307 -0.022
N 4.013 -0.514 -0.113 0.699 1.100 -0.391
O 4.582 0.431 -0.454 -0.899 -1.161 0.434
H -1.601 -0.772 -1.013 2.702 0.628 0.278
H -1.199 0.425 1.587 -0.684 -0.466 0.081
H 0.135 -2.284 0.678 -0.026 2.227 -0.171
H 1.001 1.041 -1.905 -0.665 -0.790 0.851
H 1.023 1.985 0.819 -0.694 -2.135 -0.942